A structure of composition C34H25F15GeN6O2S3SeTm at a distorted geometry, computed with ωB97M-V/def2-TZVPD.

Summary:
LUMO level (spin up / spin down)	1.61 / 1.60	eV
net charge	-1
HOMO-LUMO gap (spin up / spin down)	5.448 / 5.447	eV
multiplicity	3

Each line ends with the Mulliken charge.
Positions of all 88 atoms, in Å:
Tm -1.173 1.028 1.470  -0.31
N 0.804 2.616 1.926  -0.27
C 2.130 2.032 2.153  -0.52
C 1.971 0.769 2.982  -0.71
N 1.094 -0.153 2.256  0.19
H 0.827 3.314 1.193  0.14
H 0.460 3.071 2.767  0.30
H 2.820 2.717 2.656  0.37
H 2.556 1.774 1.179  0.12
H 1.484 1.015 3.928  0.40
H 2.957 0.341 3.196  0.43
H 0.932 -0.991 2.804  0.18
H 1.534 -0.451 1.393  -0.32
C -1.970 5.082 -1.624  -1.85
C -1.843 4.146 -0.436  -0.11
S -1.043 2.629 -0.785  -0.09
C -2.360 4.455 0.782  1.39
C -3.084 5.760 1.014  -1.58
S -2.233 3.463 2.208  -0.27
H -1.475 4.638 -2.485  0.38
H -1.510 6.056 -1.432  0.35
H -3.019 5.251 -1.888  0.32
H -3.136 6.377 0.118  0.44
H -2.577 6.322 1.802  0.26
H -4.101 5.564 1.364  0.26
C -2.336 -3.619 2.472  -1.77
C -1.897 -2.191 2.378  0.43
N -1.681 -1.602 1.262  1.43
O -1.942 -2.368 0.150  -0.69
C -1.643 -1.364 3.570  -0.04
C -1.456 -1.921 4.945  -1.93
N -1.525 -0.112 3.276  0.98
O -1.108 0.812 4.083  -0.85
H -3.070 -3.825 1.695  0.41
H -2.759 -3.842 3.449  0.40
H -1.482 -4.279 2.297  0.32
H -1.436 -1.905 -0.541  0.29
H -0.691 -2.701 4.964  0.33
H -2.384 -2.345 5.335  0.38
H -1.152 -1.103 5.596  0.42
F 1.283 -2.097 -4.624  -0.35
C 1.463 -0.771 -4.745  -0.26
C 1.912 -0.033 -3.669  -0.08
C 2.013 1.336 -3.843  0.48
F 2.402 2.095 -2.809  -0.39
C 1.735 1.953 -5.047  0.11
F 1.862 3.272 -5.200  -0.31
C 1.316 1.177 -6.115  0.59
F 1.046 1.750 -7.288  -0.32
C 1.174 -0.191 -5.967  0.10
F 0.756 -0.929 -7.001  -0.31
Ge 2.118 -0.740 -1.823  1.27
S 0.315 -0.241 -0.858  -0.49
C 2.505 -2.713 -1.916  -0.09
C 1.951 -3.638 -1.044  -0.08
F 1.222 -3.244 0.002  -0.08
C 2.158 -5.000 -1.188  -0.09
F 1.612 -5.872 -0.334  -0.31
C 2.957 -5.462 -2.217  0.69
F 3.170 -6.770 -2.363  -0.32
C 3.555 -4.564 -3.084  0.07
F 4.348 -5.016 -4.061  -0.31
C 3.322 -3.214 -2.913  0.69
F 3.918 -2.359 -3.762  -0.38
C 3.999 -0.214 -1.274  0.28
C 4.369 -0.543 0.018  -0.20
F 3.455 -1.111 0.830  -0.48
C 5.636 -0.339 0.528  -0.10
F 5.941 -0.671 1.786  -0.32
C 6.601 0.215 -0.294  0.79
F 7.833 0.422 0.165  -0.31
C 6.280 0.541 -1.599  0.03
F 7.219 1.060 -2.394  -0.31
C 4.995 0.322 -2.072  0.41
F 4.772 0.630 -3.353  -0.30
Se -3.873 1.874 -0.457  0.51
N -3.527 0.770 0.905  -0.13
C -4.672 0.130 1.201  0.55
C -4.854 -0.769 2.273  -0.22
C -6.070 -1.375 2.438  -0.67
C -7.152 -1.107 1.569  -0.51
C -7.022 -0.216 0.540  -0.74
C -5.782 0.434 0.342  0.38
N -5.545 1.355 -0.598  -0.90
H -4.045 -0.950 2.965  0.58
H -6.211 -2.064 3.262  0.41
H -8.100 -1.604 1.736  0.36
H -7.846 0.020 -0.120  0.44

The molecule C3H6N2O2S at a distorted geometry, computed with ωB97M-V/def2-TZVPD.

Summary:
LUMO level (spin up / spin down)	-0.67 / -2.25	eV
HOMO-LUMO gap (spin up / spin down)	8.939 / 5.950	eV

Each line ends with the Mulliken charge.
Positions of all 14 atoms, in Å:
C -0.999 0.582 0.269  -0.43
C -0.970 -0.451 -0.984  -0.68
C 0.283 0.665 0.892  -0.60
N 0.804 -2.078 0.293  -0.48
N 1.420 0.968 0.107  0.80
O 2.472 1.120 0.786  -0.54
O 1.374 1.160 -1.141  -0.54
S -0.612 -2.026 -0.259  0.18
H -1.591 1.492 -0.012  0.37
H -1.602 0.141 1.024  0.37
H -2.031 -0.510 -1.242  0.33
H -0.413 -0.168 -1.877  0.41
H 0.538 0.290 1.908  0.39
H 1.326 -1.186 0.236  0.41

A cluster of 2 separate species, C3H7F2NO in total at a distorted geometry, computed with ωB97M-V/def2-TZVPD.

Summary:
LUMO level (spin up / spin down)	-0.57 / -1.38	eV
HOMO-LUMO gap (spin up / spin down)	9.903 / 8.587	eV

Each line ends with the Mulliken charge.
Positions of all 14 atoms, in Å:
C -0.682 0.532 0.834  -1.17
C 0.192 -0.539 0.193  -0.23
C 0.953 0.009 -1.027  -0.43
N 3.573 -0.223 0.607  0.17
O 1.800 0.984 -0.776  -0.35
F 3.713 -1.134 -0.366  -0.09
F 4.577 0.626 0.420  -0.12
H -1.049 0.196 1.804  0.33
H -0.094 1.436 0.981  0.30
H -1.537 0.765 0.202  0.32
H -0.404 -1.400 -0.109  0.31
H 0.950 -0.862 0.910  0.28
H 1.440 -0.821 -1.595  0.28
H 0.209 0.403 -1.757  0.39